# 1
Below is C20H16FN6Zn as an isolated structure in a non-equilibrium geometry, with properties calculated with ωB97M-V with the def2-TZVPD basis set.

Output
HOMO-LUMO gap in eV: 9.001
E in a.u.: -2979.375464
Highest occupied orbital energy in eV: -11.92

Structure (ORCA input):
```
! wB97M-V def2-TZVPD RIJCOSX def2/J DEFGRID3
* xyz 1 1
Zn 1.025 -1.481 0.032
N -0.373 -3.732 1.814
C 0.250 -2.754 2.575
C 0.197 -2.890 3.968
C 0.828 -1.958 4.757
C 1.502 -0.896 4.157
C 1.493 -0.821 2.788
N 0.875 -1.724 2.005
C -0.463 -3.984 0.455
C -1.128 -5.153 0.061
C -1.223 -5.455 -1.277
C -0.664 -4.590 -2.216
C -0.043 -3.458 -1.757
N 0.060 -3.151 -0.448
H -0.779 -4.462 2.374
H -0.335 -3.722 4.410
H 0.801 -2.053 5.834
H 2.018 -0.151 4.745
H 2.001 -0.022 2.263
H -1.561 -5.804 0.808
H -1.728 -6.358 -1.592
H -0.716 -4.798 -3.274
H 0.403 -2.744 -2.439
F 2.672 -1.145 -0.490
N 0.572 8.744 -2.494
C 0.403 7.631 -2.267
C 0.191 6.243 -1.983
C -1.060 5.668 -2.186
C -1.262 4.328 -1.914
C -0.218 3.546 -1.434
C 1.032 4.120 -1.228
C 1.236 5.458 -1.501
N -0.430 2.163 -1.158
C -1.619 1.474 -1.270
C -1.358 0.193 -0.911
N -0.029 0.083 -0.577
C 0.499 1.279 -0.738
H -1.873 6.275 -2.560
H -2.242 3.908 -2.084
H 1.861 3.536 -0.854
H 2.208 5.903 -1.343
H -2.543 1.920 -1.586
H -2.023 -0.654 -0.876
H 1.544 1.487 -0.588
*
```


# 2
Below is C20H16N3O4PdS as an isolated structure, with properties calculated with ωB97M-V with the def2-TZVPD basis set.

Output
HOMO-LUMO gap in eV: 6.821
E in a.u.: -1762.803205
Highest occupied orbital energy in eV: -12.32
Relative energy (zero: lowest compared OMol25 entry of this formula, charge and spin) in kJ/mol: 0.0

Structure (ORCA input):
```
! wB97M-V def2-TZVPD RIJCOSX def2/J DEFGRID3
* xyz 1 1
Pd -1.624 0.128 -0.449
O 1.764 0.182 1.633
C 0.660 0.284 1.172
O 0.358 0.184 -0.108
C -0.545 0.501 2.078
C -0.577 0.689 3.444
C -1.822 0.757 4.072
C -3.002 0.596 3.348
C -2.908 0.409 1.983
N -1.702 0.399 1.440
C -4.023 0.144 0.977
O -5.161 0.057 1.331
O -3.598 0.032 -0.274
H 0.355 0.767 3.986
H -1.870 0.910 5.141
H -3.979 0.600 3.811
C -1.692 4.899 -0.427
C -0.514 4.205 -0.651
C -0.505 2.814 -0.685
C -1.715 2.163 -0.532
C -2.911 2.819 -0.312
C -2.884 4.210 -0.276
H -1.682 5.979 -0.379
H 0.418 4.736 -0.790
H 0.417 2.284 -0.866
H -3.853 2.301 -0.241
H -3.813 4.745 -0.130
N 0.600 -1.713 -2.912
C 0.161 -2.203 -1.762
S -1.536 -2.130 -1.378
N 1.008 -2.757 -0.910
C 2.427 -2.867 -1.114
C 3.281 -2.160 -0.282
C 4.650 -2.276 -0.473
C 5.150 -3.077 -1.490
C 4.283 -3.779 -2.316
C 2.913 -3.685 -2.126
H -0.064 -1.351 -3.573
H 1.580 -1.739 -3.150
H 0.633 -2.983 -0.001
H 2.879 -1.512 0.488
H 5.326 -1.732 0.173
H 6.218 -3.156 -1.638
H 4.672 -4.418 -3.098
H 2.227 -4.260 -2.736
*
```


# 3
Below is one molecule with the formula C20H16N4S3 in a non-equilibrium geometry, with properties calculated with ωB97M-V with the def2-TZVPD basis set.

Output
HOMO-LUMO gap in eV: 8.184
E in a.u.: -2185.310339
Highest occupied orbital energy in eV: -8.15
SMILES: Nc1nc2ccccc2n1[C@@H]1S/C(=N\Cc2ccccc2)c2ccsc2S1
Relative energy (zero: lowest compared OMol25 entry of this formula, charge and spin) in kJ/mol: 0.0

Structure (ORCA input):
```
! wB97M-V def2-TZVPD RIJCOSX def2/J DEFGRID3
* xyz 0 1
N -0.488 5.048 0.421
N 0.979 -1.996 -0.291
S -2.257 -0.632 -3.850
S -0.865 1.673 -2.393
S 0.771 0.691 -0.194
C -0.016 3.909 -0.024
C -1.920 -2.293 -3.432
C -1.136 -0.062 -2.631
C -1.018 -2.386 -2.405
C -0.568 -1.093 -1.926
C 0.423 -0.932 -0.799
C 3.738 -5.731 1.502
C -4.167 5.155 1.151
C -4.459 3.817 0.891
C 4.124 -5.025 0.375
C 2.877 -5.118 2.418
C -2.837 5.633 1.025
C -3.423 2.931 0.587
C 3.596 -3.758 0.062
C 2.329 -3.868 2.140
C -1.842 4.727 0.613
C -2.140 3.422 0.392
C 2.694 -3.186 0.975
N 1.305 3.903 -0.433
N -0.952 2.857 -0.009
C 2.077 -1.842 0.708
C -0.815 1.544 -0.590
H -2.301 -3.110 -4.031
H -0.609 -3.334 -2.062
H 4.123 -6.727 1.714
H -4.993 5.809 1.456
H -5.424 3.408 1.043
H 4.722 -5.502 -0.430
H 2.608 -5.658 3.342
H -2.553 6.630 1.230
H -3.553 1.868 0.429
H 3.844 -3.302 -0.925
H 1.635 -3.440 2.848
H 1.878 4.658 -0.066
H 1.716 2.970 -0.448
H 1.726 -1.435 1.648
H 2.843 -1.180 0.260
H -1.674 0.961 -0.289
*
```


# 4
Below is C20H16N8NaOSe2Te2 as an isolated structure, with properties calculated with ωB97M-V with the def2-TZVPD basis set.

Output
HOMO-LUMO gap in eV: 5.557
E in a.u.: -6786.374121
Highest occupied orbital energy in eV: -3.60
Relative energy (zero: lowest compared OMol25 entry of this formula, charge and spin) in kJ/mol: 1.1

Structure (ORCA input):
```
! wB97M-V def2-TZVPD RIJCOSX def2/J DEFGRID3
* xyz -1 1
Na 0.953 1.349 4.058
Se -0.639 3.583 3.051
Te 0.050 2.489 0.938
Te 4.060 2.231 3.296
Se 3.457 0.192 4.612
C -2.567 -2.980 1.956
N -2.100 -1.762 2.576
C -0.907 -1.470 3.107
N -0.879 -0.212 3.492
C -2.121 0.238 3.162
N -2.896 -0.668 2.612
C -2.883 -2.803 0.487
C -3.868 -3.588 -0.099
C -4.172 -3.450 -1.447
C -3.500 -2.519 -2.221
C -2.514 -1.732 -1.634
C -2.207 -1.874 -0.287
C -1.820 -0.720 -2.429
N -2.183 -0.156 -3.525
N -1.186 0.767 -3.840
C -0.308 0.684 -2.900
O -0.638 -0.246 -1.970
C 0.921 1.445 -2.688
C 1.028 2.752 -3.154
C 2.162 3.483 -2.846
C 3.168 2.921 -2.066
C 3.079 1.609 -1.613
C 4.141 1.012 -0.711
N 3.688 0.696 0.643
C 3.065 1.795 1.390
N 1.684 1.358 1.591
C 1.700 0.036 1.163
N 2.776 -0.389 0.629
C 1.949 0.870 -1.951
H -3.453 -3.327 2.488
H -1.784 -3.730 2.086
H -0.097 -2.179 3.182
H -2.413 1.267 3.311
H -4.416 -4.303 0.505
H -4.945 -4.064 -1.891
H -3.731 -2.386 -3.269
H -1.463 -1.222 0.157
H 0.217 3.187 -3.721
H 2.250 4.507 -3.185
H 4.034 3.517 -1.797
H 4.980 1.706 -0.629
H 4.520 0.082 -1.137
H 3.120 2.740 0.844
H 0.826 -0.587 1.281
H 1.863 -0.151 -1.609
*
```


# 5
Below is C20H17AsNO3PReS4 as an isolated structure, with properties calculated with ωB97M-V with the def2-TZVPD basis set.

Output
HOMO-LUMO gap in eV: 6.146
E in a.u.: -5299.943759
Highest occupied orbital energy in eV: -17.94
Relative energy (zero: lowest compared OMol25 entry of this formula, charge and spin) in kJ/mol: 23.3

Structure (ORCA input):
```
! wB97M-V def2-TZVPD RIJCOSX def2/J DEFGRID3
* xyz 3 1
Re -1.221 1.302 1.196
O -2.067 3.428 -0.439
N -1.141 2.419 -0.667
C -0.490 2.453 -1.769
C 0.574 1.573 -2.196
C 1.169 1.898 -3.414
C 2.222 1.142 -3.918
C 2.690 0.057 -3.203
C 2.110 -0.282 -1.980
C 1.053 0.463 -1.472
P 0.327 -0.163 0.035
C 1.578 -0.935 1.026
C 2.567 -0.098 1.558
C 3.539 -0.641 2.373
C 3.528 -2.006 2.650
C 2.551 -2.833 2.112
C 1.561 -2.302 1.297
C -1.150 -1.102 -0.317
C -1.808 -1.853 0.686
C -2.917 -2.610 0.362
C -3.369 -2.649 -0.955
C -2.720 -1.927 -1.954
C -1.629 -1.144 -1.644
H -2.088 4.033 -1.203
H -0.739 3.256 -2.463
H 0.811 2.752 -3.975
H 2.671 1.409 -4.865
H 3.510 -0.537 -3.585
H 2.495 -1.131 -1.430
H 2.589 0.961 1.316
H 4.315 -0.010 2.783
H 4.298 -2.431 3.280
H 2.562 -3.894 2.320
H 0.810 -2.952 0.866
H -1.415 -1.904 1.693
H -3.410 -3.197 1.124
H -4.226 -3.260 -1.207
H -3.069 -1.982 -2.976
H -1.120 -0.603 -2.430
S 0.091 2.735 6.119
As 0.025 2.086 4.066
S -0.409 3.137 2.109
S -0.689 0.207 3.069
S 1.930 2.227 5.057
O -3.789 0.876 -0.939
C -4.055 1.211 0.149
O -3.036 1.331 1.172
H -5.017 1.490 0.585
*
```


# 6
Below is C20H17BIIrN3O2S as an isolated structure in a non-equilibrium geometry, with properties calculated with ωB97M-V with the def2-TZVPD basis set.

Output
HOMO-LUMO gap (spin up / spin down) in eV: 8.025 / 4.795
E in a.u.: -1911.423971
Highest occupied orbital energy (spin up / spin down) in eV: -13.67 / -14.25
Relative energy (zero: lowest compared OMol25 entry of this formula, charge and spin) in kJ/mol: 0.0

Structure (ORCA input):
```
! wB97M-V def2-TZVPD RIJCOSX def2/J DEFGRID3
* xyz 2 6
Ir 12.294 8.941 7.267
I 12.450 8.564 9.817
C 11.684 10.788 8.322
C 11.037 11.444 9.316
C 11.174 12.849 9.411
C 11.982 13.551 8.532
C 12.576 12.865 7.419
C 13.373 13.498 6.405
C 13.708 12.730 5.308
C 13.386 11.318 5.242
C 12.816 10.709 6.296
C 12.341 11.511 7.356
H 10.282 10.896 9.942
H 10.665 13.341 10.211
H 12.248 14.597 8.660
H 13.650 14.532 6.524
H 14.182 13.246 4.433
H 13.709 10.782 4.380
O 15.032 7.384 7.220
B 14.058 8.254 6.523
O 14.634 8.591 5.155
C 15.942 8.320 5.322
C 17.041 8.782 4.562
C 18.269 8.145 4.800
C 18.392 7.157 5.773
C 17.364 6.862 6.707
C 16.181 7.514 6.460
H 16.940 9.530 3.783
H 19.117 8.374 4.162
H 19.359 6.638 5.858
H 17.602 6.157 7.490
C 7.757 10.795 4.892
C 7.410 9.293 5.111
C 8.568 8.382 5.415
N 9.746 8.893 5.580
N 10.565 8.102 6.349
C 10.058 6.854 6.494
N 10.571 6.015 7.419
S 8.523 6.682 5.615
H 7.204 11.311 4.136
H 8.837 10.924 4.672
H 7.524 11.333 5.816
H 6.858 8.830 4.294
H 6.660 9.212 5.944
H 11.134 6.375 8.222
H 10.300 5.056 7.431
*
```